Entry from the OMol25 dataset: C32H54N7O5SeTm as an isolated structure (wB97M-V/def2-TZVPD).

The geometry in XYZ format:
```
100
C32H54N7O5SeTm, DFT wB97M-V/def2-TZVPD
Tm 0.663 0.290 0.315
C -3.892 0.054 -3.832
C -2.560 -0.691 -3.916
C -1.596 -0.038 -4.938
C -1.115 1.405 -4.693
C 0.128 1.668 -5.543
C -2.173 2.450 -5.040
N -0.688 1.483 -3.249
C -0.649 2.803 -2.577
C -1.696 2.922 -1.474
N -1.215 2.424 -0.170
C -0.254 3.395 0.412
C 1.152 2.777 0.458
O 1.882 2.986 1.414
O 1.443 2.001 -0.523
C -2.384 2.205 0.723
C -3.135 3.480 1.132
C -1.958 1.397 1.964
C -2.310 -0.109 1.922
C -1.799 -0.728 3.230
C -3.826 -0.310 1.855
N -1.532 -0.731 0.784
C -2.242 -1.646 -0.152
C -2.806 -1.063 -1.463
N -1.875 -0.844 -2.596
C -0.863 -1.901 -2.691
C 0.367 -1.517 -1.864
O 1.160 -2.355 -1.465
O 0.508 -0.260 -1.647
H -4.210 0.319 -4.836
H -3.827 0.964 -3.244
H -4.666 -0.578 -3.405
H -2.786 -1.693 -4.317
H -2.090 -0.064 -5.908
H -0.707 -0.664 -5.037
H -0.108 1.547 -6.596
H 0.935 0.978 -5.298
H 0.488 2.685 -5.399
H -2.689 2.155 -5.949
H -1.714 3.410 -5.250
H -2.918 2.580 -4.265
H 0.255 1.079 -3.185
H -1.254 0.750 -2.710
H -0.805 3.588 -3.312
H 0.341 2.936 -2.140
H -2.583 2.349 -1.754
H -1.996 3.976 -1.391
H -0.507 3.674 1.436
H -0.203 4.318 -0.173
H -3.081 1.600 0.136
H -2.577 4.068 1.856
H -4.085 3.204 1.585
H -3.352 4.111 0.273
H -2.430 1.830 2.848
H -0.861 1.490 2.101
H -2.223 -0.213 4.089
H -0.710 -0.652 3.293
H -2.089 -1.773 3.301
H -4.288 0.251 2.664
H -4.101 -1.353 1.993
H -4.256 0.041 0.921
H -0.905 -1.386 1.265
H -3.089 -2.113 0.359
H -1.540 -2.446 -0.390
H -3.285 -0.108 -1.244
H -3.587 -1.768 -1.776
H -0.517 -2.029 -3.720
H -1.233 -2.888 -2.391
O 1.170 -1.766 1.144
C 2.002 -2.696 1.343
C 1.906 -3.544 2.576
C 3.152 -3.390 3.462
C 4.305 -4.292 3.039
C 4.921 -3.908 1.696
C 3.951 -3.989 0.519
N 2.987 -2.903 0.494
H 1.791 -4.593 2.289
H 1.016 -3.234 3.127
H 2.872 -3.642 4.485
H 3.478 -2.348 3.461
H 3.952 -5.325 3.008
H 5.085 -4.228 3.797
H 5.746 -4.591 1.490
H 5.336 -2.900 1.751
H 3.434 -4.954 0.545
H 4.513 -3.928 -0.414
H 2.921 -2.377 -0.376
Se 3.414 0.569 0.727
N 2.237 0.459 2.057
C 2.889 0.718 3.204
C 2.343 0.727 4.500
C 3.159 1.040 5.553
C 4.523 1.352 5.374
C 5.094 1.339 4.135
C 4.292 1.000 3.030
N 4.729 0.915 1.775
H 1.299 0.497 4.646
H 2.753 1.064 6.553
H 5.112 1.620 6.236
H 6.128 1.588 3.968
```

Its total energy is -149595.65402 eV. For the maximum force, the calculation gives 3.35 eV/Å. The total charge is +2. As for the spin multiplicity: 3.

Löwdin atomic charge list, values in e, 99 entries:
1 Tm 1.35
2 C -0.03
3 C -0.31
4 C -0.08
5 C -0.48
6 C -0.01
7 C -0.01
8 N 0.09
9 C -0.08
10 C -0.14
11 N -0.13
12 C -0.06
13 C -0.69
14 O 0.07
15 O -0.25
16 C -0.34
17 C -0.01
18 C -0.09
19 C -0.53
20 C -0.01
21 C -0.01
22 N -0.05
23 C -0.13
24 C -0.12
25 N -0.16
26 C -0.06
27 C -0.59
28 O 0.07
29 O -0.17
30 H 0.10
31 H 0.06
32 H 0.09
33 H 0.16
34 H 0.14
35 H 0.11
36 H 0.11
37 H 0.10
38 H 0.10
39 H 0.11
40 H 0.09
41 H 0.08
42 H 0.15
43 H 0.13
44 H 0.13
45 H 0.12
46 H 0.12
47 H 0.13
48 H 0.13
49 H 0.15
50 H 0.11
51 H 0.09
52 H 0.10
53 H 0.08
54 H 0.14
55 H 0.11
56 H 0.10
57 H 0.07
58 H 0.10
59 H 0.11
60 H 0.09
61 H 0.08
62 H 0.07
63 H 0.12
64 H 0.12
65 H 0.10
66 H 0.14
67 H 0.13
68 H 0.15
69 O -0.17
70 C -0.43
71 C -0.07
72 C -0.17
73 C -0.19
74 C -0.17
75 C -0.14
76 N 0.11
77 H 0.14
78 H 0.12
79 H 0.12
80 H 0.11
81 H 0.12
82 H 0.12
83 H 0.12
84 H 0.12
85 H 0.14
86 H 0.13
87 H 0.12
88 Se 1.28
89 N -0.29
90 C -0.32
91 C -0.01
92 C -0.04
93 C -0.04
94 C 0.01
95 C -0.34
96 N -0.18
97 H 0.11
98 H 0.12
99 H 0.12